i | Molecular formula: C26H43Cl3EuN3O3Si
Method: DFT, ωB97M-V with the def2-TZVPD basis set

⟨S²⟩: 15.76
HOMO energy (alpha / beta), eV: -2.83 / -4.86
Spin multiplicity: 8
Total charge: -1
Orbital gap (alpha / beta), Eh: 0.195 / 0.269

Cartesian coordinates (Å):
C 5.541 0.149 -0.712
C 4.278 0.975 -0.630
H 6.520 0.669 -0.525
H 5.583 -0.228 -1.728
H 5.478 -0.689 -0.013
C 4.143 2.065 -1.384
C 5.123 2.445 -2.432
H 3.251 2.690 -1.348
H 5.216 1.657 -3.204
H 6.141 2.588 -2.038
H 4.822 3.343 -2.968
Eu -2.357 -1.136 -0.957
Cl -0.653 -1.146 1.565
Cl -2.414 -2.756 -3.055
H -5.913 -4.464 2.462
H -4.254 -4.851 3.968
C -5.278 -4.177 1.614
C -3.457 -4.704 3.249
N -3.951 -3.882 2.167
H -5.650 -3.280 1.100
C -3.130 -3.094 1.485
O -3.584 -2.423 0.511
H -2.614 -4.218 3.721
H -2.071 -3.029 1.833
H -5.203 -5.021 0.897
H -3.140 -5.700 2.917
H 0.956 0.689 -3.619
H 0.760 3.746 -3.273
C -0.004 0.949 -4.092
C -0.114 3.414 -3.872
N -0.618 2.103 -3.436
H -0.657 0.083 -4.019
C -1.591 2.031 -2.510
O -2.191 0.997 -2.152
H -0.915 4.157 -3.755
H -1.838 3.015 -2.086
H 0.198 1.208 -5.140
H 0.189 3.378 -4.934
O 2.611 -0.743 -0.541
C 3.126 0.387 0.171
C 1.199 1.948 -0.455
C 1.953 1.301 0.554
H 1.285 1.553 -1.495
C 0.408 3.049 -0.094
H 3.577 0.024 1.115
C 1.676 1.561 1.908
H -0.085 3.629 -0.867
C 0.326 3.472 1.231
C 0.906 2.674 2.214
H 2.072 0.872 2.686
H -0.227 4.375 1.514
H 0.762 2.927 3.270
Si 2.611 -2.330 -0.768
Cl -0.041 -0.728 -1.680
C 1.402 -3.426 -1.776
C 2.257 -2.870 0.958
C 4.085 -2.623 -1.847
H 0.377 -3.554 -1.433
H 1.864 -4.426 -1.704
H 1.335 -3.228 -2.852
H 3.990 -2.035 -2.766
H 4.185 -3.677 -2.115
H 4.955 -2.281 -1.292
H 2.613 -2.127 1.682
H 2.828 -3.800 1.046
H 1.178 -3.006 1.144
N -2.263 1.330 0.946
C -3.016 1.658 2.038
C -4.055 2.608 1.928
C -4.878 2.874 3.024
C -4.697 2.171 4.231
C -3.646 1.243 4.351
C -2.822 0.971 3.259
H -1.419 0.742 1.119
H -2.299 1.908 0.117
H -4.191 3.119 0.975
H -5.677 3.614 2.933
H -5.354 2.366 5.080
H -3.489 0.709 5.285
H -2.026 0.222 3.298

ii | Molecular formula: C26H43Cl3EuN3O3Si
Method: DFT, ωB97M-V with the def2-TZVPD basis set

⟨S²⟩: 15.76
HOMO energy (alpha / beta), eV: -3.17 / -3.19
Spin multiplicity: 8
Total charge: -1
Orbital gap (alpha / beta), Eh: 0.196 / 0.196

Cartesian coordinates (Å):
C 1.977 -1.232 -5.358
C 1.306 -0.041 -4.752
H 2.238 -1.057 -6.412
H 1.344 -2.132 -5.307
H 2.902 -1.428 -4.799
C 0.832 0.995 -5.459
C 0.959 1.143 -6.943
H 0.276 1.800 -4.971
H 0.324 0.436 -7.493
H 1.984 1.041 -7.317
H 0.622 2.144 -7.227
Eu -0.649 -0.639 2.174
Cl 2.092 -0.605 2.593
Cl -1.812 -2.989 0.945
C 0.349 2.291 2.126
O -0.738 1.697 2.350
N 0.398 3.613 1.953
C -0.837 4.376 1.861
C 1.653 4.340 1.937
H 1.298 1.732 2.066
H -1.691 3.732 2.080
H -0.939 4.805 0.857
H -0.795 5.206 2.572
H 2.476 3.636 2.091
H 1.650 5.091 2.738
H 1.785 4.854 0.978
H -1.792 -1.827 -2.135
H -2.528 0.450 -3.710
C -2.751 -1.512 -1.695
C -3.273 0.569 -2.911
N -2.810 -0.064 -1.681
H -2.830 -1.892 -0.668
C -2.588 0.660 -0.559
O -2.506 0.194 0.596
H -3.441 1.635 -2.727
H -2.490 1.740 -0.755
H -3.567 -1.892 -2.321
H -4.201 0.088 -3.239
O 0.239 -1.057 -2.836
C 1.118 -0.120 -3.209
C -0.219 1.919 -2.427
C 1.008 1.277 -2.545
H -1.110 1.345 -2.639
C -0.291 3.256 -2.019
H 2.093 -0.551 -2.882
C 2.163 1.916 -2.113
H -1.269 3.759 -1.984
C 0.876 3.931 -1.666
C 2.106 3.253 -1.687
H 3.083 1.343 -2.140
H 0.815 4.983 -1.377
H 3.018 3.756 -1.375
Si 0.212 -3.219 -0.389
Cl 0.410 -0.758 -0.141
C -0.848 -4.432 -1.403
C 1.036 -3.702 1.260
C 1.648 -3.190 -1.614
H -1.661 -3.932 -1.941
H -1.284 -5.203 -0.760
H -0.242 -4.939 -2.166
H 1.269 -2.849 -2.590
H 2.051 -4.207 -1.714
H 2.449 -2.521 -1.286
H 1.874 -3.034 1.514
H 1.393 -4.737 1.168
H 0.355 -3.658 2.127
C -0.321 -1.182 8.942
C -0.432 -1.382 7.466
C 0.565 -0.865 6.637
C 0.404 -0.972 5.266
N -0.679 -1.517 4.673
C -1.583 -2.127 5.475
C -1.526 -2.036 6.872
H 0.737 -1.159 9.218
H -0.761 -0.222 9.243
H -0.827 -1.974 9.500
H 1.451 -0.372 7.039
H 1.185 -0.625 4.577
H -2.388 -2.696 4.989
H -2.343 -2.460 7.457

Which structure is most stable, and how do the rest compare? From most to least stable: i, ii.